{
  "formula": "C31H29F5N2O13",
  "method": "ωB97M-V/def2-TZVPD",
  "total_energy_ev": -75795.4113,
  "homo_lumo_gap_ev": 7.7505,
  "e_homo_ha": -0.3545,
  "max_force_ha_per_bohr": 0.062,
  "total_charge": 0,
  "species": ["H", "C", "C", "H", "C", "O", "C", "C", "C", "C", "C", "O", "H", "C", "H", "F", "H", "H", "H", "C", "H", "C", "O", "O", "H", "H", "O", "C", "O", "O", "H", "C", "C", "C", "C", "H", "H", "C", "C", "C", "C", "F", "O", "C", "H", "H", "H", "H", "O", "C", "H", "O", "H", "C", "O", "C", "C", "O", "C", "H", "H", "C", "H", "C", "H", "O", "H", "H", "N", "C", "H", "H", "F", "H", "C", "C", "N", "F", "H", "F"],
  "coordinates": [[6.1053, -3.1575, -4.8228], [5.1100, -1.4139, -3.9060], [3.5804, -1.0109, -3.7135], [4.3929, 0.4283, -2.1629], [1.0593, 5.9205, 6.5938], [-0.1692, 1.9484, 7.1424], [-0.8768, -0.2637, 2.1544], [0.2073, 3.2222, 6.8993], [0.1884, -0.1217, -1.6937], [0.6420, 5.0977, 5.4173], [-3.2807, -0.9623, -3.2874], [-0.4044, -1.1134, -5.0866], [-4.2877, 2.0394, -1.6616], [5.3751, -2.9679, -3.9831], [5.4199, -3.7664, -0.8322], [-6.1065, -4.4892, -1.4546], [1.8381, 0.8235, -3.8837], [5.7610, -1.0163, -3.0842], [-0.0554, 3.1217, 4.7989], [-3.6173, 1.2230, -1.9991], [3.1979, -0.6425, -4.6970], [-1.3130, -2.1410, 3.6348], [-1.6880, -3.4084, 3.8791], [-1.0798, -2.1008, -3.3512], [4.0518, -3.5896, -1.9975], [0.1616, 1.7872, -0.4874], [-0.0567, 1.8230, 3.0840], [-0.4842, 0.0646, 4.5714], [0.5461, 3.5650, 9.1927], [6.0418, -3.4188, -2.7777], [4.4688, -3.5850, -4.2177], [-0.9216, -1.3101, 4.8147], [-4.1868, -1.8836, -4.1609], [-1.8842, -1.0249, -2.9246], [1.6710, 2.0527, -2.0908], [-1.7731, 1.9749, -1.0306], [0.9707, 2.7826, -2.5707], [-6.1030, -2.4668, -2.6805], [-0.4599, 0.5569, 3.3304], [-4.1454, 0.1484, -2.8065], [-1.2911, -1.6444, 2.3930], [-6.3820, -1.8592, -1.4670], [0.6617, 5.5928, 4.3056], [0.5979, 4.0515, 8.0782], [-1.6193, -3.5198, 4.8471], [2.3830, 2.6774, -1.4701], [1.3839, 7.2934, 5.3778], [-1.5739, -2.2339, 1.5314], [1.4594, 7.1814, 6.3449], [-5.3241, -3.7957, -2.3611], [-0.1303, 1.9392, 2.1175], [-6.5016, 0.5661, -3.5218], [5.4311, -0.9772, -4.8963], [0.8768, 1.1484, -1.0738], [-0.9733, -1.7948, 5.9288], [1.0347, 5.4260, 7.8357], [0.2281, 3.7159, 5.6585], [-0.8564, 0.2334, 1.0408], [-5.5712, -0.1467, -3.3534], [3.0144, -1.9436, -3.4340], [0.2227, -0.9237, -0.8986], [3.3929, 0.0763, -2.5469], [-0.1859, 0.6542, 5.4297], [-1.3140, 0.0439, -2.0660], [1.6169, 0.7797, -0.3048], [-3.8519, -2.6057, -5.0422], [-0.1013, 1.8342, 8.1104], [3.2117, 1.9693, -3.7289], [-1.0326, -2.0503, -4.7693], [-2.1840, 1.1392, -1.6488], [1.3318, 6.0113, 8.6950], [5.0755, -5.1254, -2.0220], [-5.1860, -4.6328, -3.4200], [2.9005, -0.4720, -1.7066], [5.0871, -4.0099, -1.8722], [2.5544, 1.2753, -3.1335], [-5.5010, -1.5898, -3.6360], [-4.1379, -3.5880, -1.7019], [0.7039, -0.5552, -2.5839], [-7.3463, -2.8658, -3.1839]],
  "lowdin_charge": [0.119, -0.160, -0.188, 0.110, -0.230, 0.081, -0.284, -0.215, -0.141, -0.305, 0.025, 0.104, 0.119, -0.231, 0.090, 0.122, 0.095, 0.111, 0.106, 0.031, 0.102, -0.226, 0.112, -0.057, 0.081, 0.079, 0.084, 0.089, 0.114, -0.223, 0.119, -0.301, -0.326, -0.148, -0.196, 0.106, 0.108, -0.359, -0.207, -0.036, 0.085, 0.128, 0.115, -0.313, 0.121, 0.113, 0.119, 0.138, 0.105, -0.435, 0.117, 0.191, 0.110, -0.213, 0.123, 0.078, 0.084, 0.087, -0.309, 0.095, 0.125, -0.190, 0.108, -0.078, 0.111, 0.182, 0.126, 0.120, 0.040, 0.012, 0.137, 0.094, 0.167, 0.094, -0.112, -0.212, 0.119, 0.148, 0.095, 0.103]
}